[1]
Here is a structure of composition C19H18BrFIrN9O6 in a non-equilibrium geometry from OMol25. Energies are from ωB97M-V with the def2-TZVPD basis set.

Last column: Löwdin charge in e.
Positions of all 55 atoms, in Å:
1 Ir -0.662 -0.056 -0.016  1.39
2 Br -3.838 -5.243 -0.891  0.85
3 C -2.964 -3.635 -1.293  -0.68
4 C -3.675 -2.607 -1.939  -0.06
5 C -3.071 -1.411 -2.224  0.00
6 C -1.706 -1.203 -1.923  -0.31
7 C -0.994 -2.263 -1.317  -0.08
8 C -1.634 -3.471 -0.996  -0.10
9 N -1.016 0.012 -2.006  -0.04
10 C -1.816 1.174 -2.227  -0.27
11 C -0.133 2.620 -1.280  -0.30
12 C 0.576 3.809 -1.458  0.05
13 C 1.402 4.260 -0.465  0.01
14 C 1.510 3.520 0.718  -0.02
15 C 0.816 2.349 0.812  -0.10
16 N 0.021 1.875 -0.185  -0.01
17 H -4.712 -2.767 -2.200  0.12
18 H -3.651 -0.641 -2.716  0.12
19 H 0.086 -2.212 -1.305  0.10
20 H -1.067 -4.289 -0.574  0.12
21 H -2.331 1.153 -3.191  0.18
22 H 0.434 4.343 -2.386  0.14
23 H 1.954 5.181 -0.590  0.13
24 H 2.127 3.849 1.540  0.13
25 H 0.878 1.729 1.695  0.11
26 N -0.638 -0.880 2.032  -0.02
27 N 0.676 -1.312 2.313  0.03
28 C 1.639 -1.274 1.349  -0.36
29 N 2.820 -1.769 1.655  0.24
30 N 1.275 -0.710 0.182  -0.03
31 N 2.257 -0.446 -0.811  -0.38
32 O 1.850 0.129 -1.774  0.13
33 O 3.391 -0.836 -0.623  0.10
34 H -0.954 -0.259 2.775  0.14
35 H -1.265 -1.684 2.004  0.13
36 H 0.835 -1.817 3.173  0.17
37 H 3.005 -2.170 2.561  0.15
38 H 3.568 -1.697 0.976  0.11
39 F -5.421 4.999 -4.733  0.14
40 C -4.743 4.705 -3.639  -0.18
41 C -4.818 3.499 -3.080  0.07
42 N -4.086 3.205 -1.930  0.00
43 C -4.187 1.961 -1.208  -0.03
44 C -2.848 1.296 -1.085  -0.24
45 O -2.564 0.666 -0.061  -0.04
46 O -0.968 2.306 -2.292  0.07
47 C -3.257 4.128 -1.326  -0.46
48 O -2.599 3.802 -0.347  0.09
49 N -3.227 5.356 -1.907  0.24
50 C -3.910 5.776 -3.070  -0.36
51 O -3.786 6.883 -3.501  0.17
52 H -5.447 2.719 -3.484  0.15
53 H -4.883 1.285 -1.712  0.16
54 H -4.555 2.129 -0.194  0.16
55 H -2.647 6.056 -1.460  0.18

Calculated values
* relative energy (zero: lowest compared OMol25 entry of this formula, charge and spin): 138.8 kJ/mol
* E_LUMO: -6.68 eV
* HOMO-LUMO gap: 7.556 eV
* net charge: +2
* energy: -4456.66811 Ha
* HOMO: -14.23 eV

=====

[2]
Here is an isolated molecule of C19H18ClN3O2 in a non-equilibrium geometry from OMol25. Energies are from ωB97M-V with the def2-TZVPD basis set.

Last column: Löwdin charge in e.
Positions of all 43 atoms, in Å:
1 Cl 6.106 -0.890 -2.391  0.68
2 N -0.543 2.460 1.195  0.09
3 N -2.040 1.110 -3.085  0.05
4 O -2.793 -1.599 -0.093  0.01
5 O -0.646 -0.464 2.756  0.00
6 C 0.373 3.376 1.446  -0.12
7 C 1.680 2.983 0.957  -0.03
8 C 1.505 1.755 0.447  -0.17
9 C -3.024 0.227 -3.143  -0.17
10 C -1.215 1.139 -2.004  -0.05
11 C 3.420 -0.536 -1.904  -0.08
12 C 4.975 0.635 -0.518  -0.10
13 C -3.216 -0.735 -2.199  0.00
14 C 2.354 0.113 -1.252  -0.02
15 C 3.922 1.263 0.164  -0.02
16 C 4.731 -0.239 -1.577  -0.69
17 C -2.411 -0.724 -1.077  -0.20
18 C 2.607 1.027 -0.244  -0.16
19 C -1.417 0.234 -0.916  -0.05
20 N 0.141 1.438 0.639  -0.06
21 C -1.204 -2.931 1.082  -0.01
22 C -3.174 -1.986 2.251  0.00
23 C -2.087 -1.684 1.146  -0.47
24 C -0.526 0.119 0.338  -0.12
25 C -1.365 -0.366 1.539  -0.28
26 H -0.243 0.416 2.908  0.11
27 H 0.178 4.365 1.846  0.10
28 H 2.598 3.558 0.990  0.11
29 H -3.764 0.294 -3.956  0.12
30 H -0.438 1.848 -2.039  0.10
31 H 3.227 -1.245 -2.702  0.11
32 H 6.049 0.800 -0.238  0.12
33 H -4.073 -1.426 -2.291  0.13
34 H 1.360 -0.096 -1.588  0.09
35 H 4.175 1.919 0.993  0.11
36 H -0.525 -2.868 0.211  0.09
37 H -1.833 -3.804 0.903  0.09
38 H -0.601 -3.054 2.004  0.10
39 H -3.802 -1.119 2.390  0.08
40 H -3.822 -2.845 1.896  0.11
41 H -2.706 -2.232 3.211  0.09
42 H 0.220 -0.635 0.168  0.13
43 H -2.152 0.397 1.737  0.16

Calculated values
* relative energy (zero: lowest compared OMol25 entry of this formula, charge and spin): 11.3 kJ/mol
* E_LUMO: 0.47 eV
* HOMO-LUMO gap: 9.399 eV
* net charge: 0
* energy: -1509.74116 Ha
* HOMO: -8.93 eV